No. 1
59
Properties=species:S:1:pos:R:3:forces:R:3 method="wB97M-V/def2-TZVPD" lumo_ev=2.78 charge=-1 orbital_gap_ev=9.55 de_lowest_kcal_mol=0.0
F 15.97337 -3.40353 15.20040 -0.12 -0.44 0.19
O 14.90740 0.42166 17.56306 0.09 -0.89 -0.88
O 12.10667 -5.85623 17.07242 0.35 0.88 0.03
O 18.79445 -5.21097 18.84179 -0.73 0.68 -0.28
O 13.27073 -4.60535 11.66841 0.60 0.16 0.55
O 16.68011 -6.17711 15.42930 -0.83 0.84 0.67
O 15.60487 -0.71721 13.33142 0.57 -0.37 -1.08
N 18.29776 -3.91417 17.02197 -0.59 0.33 -0.37
N 16.26472 -1.36903 17.24320 1.15 -1.49 -0.08
N 13.31256 -3.90838 16.87518 -0.57 -0.13 0.68
N 16.63445 -4.65166 18.37648 -0.98 -0.04 0.07
N 12.09269 -4.39906 18.78102 0.26 0.38 -0.44
N 14.43112 -1.11296 15.92910 -1.24 -0.27 -0.46
N 13.89764 -3.10143 13.27579 0.82 -0.38 0.87
N 17.98275 -2.36649 13.45484 0.10 0.60 -0.09
N 15.41412 -4.56073 12.40567 1.08 -0.49 0.11
C 14.74627 -0.38809 12.26902 -0.82 1.51 -0.34
C 16.90435 -0.21146 13.06408 0.60 0.00 0.56
C 12.46954 -4.76075 17.51600 0.06 -1.70 -0.43
C 15.48175 -6.69798 16.01014 -0.18 -2.06 0.00
C 14.65741 -7.40931 14.93186 0.00 0.13 -0.40
C 14.13716 -4.15458 12.43287 -1.95 0.56 -1.04
C 19.34919 -0.35169 13.68111 0.24 -0.54 -0.76
C 15.17393 -0.62560 16.94569 0.68 2.02 1.09
C 17.96322 -0.95076 13.85943 -0.43 -0.36 0.75
C 17.96131 -4.64574 18.12120 1.33 -0.89 1.51
H 13.62388 -7.67716 15.15562 0.00 0.42 0.48
H 15.13517 -8.36460 14.70042 0.22 0.17 -0.24
H 13.53354 -3.05470 17.35251 0.39 0.28 -0.51
H 19.41496 0.73505 13.69873 -0.19 0.01 0.22
H 15.94971 -4.28078 17.73762 0.25 0.26 -0.13
H 14.77039 -1.92537 15.42690 0.53 0.32 0.21
H 14.03243 -0.39296 15.35000 -0.23 -0.07 0.15
H 13.00991 -2.64797 13.34310 -0.34 -0.49 -0.15
H 16.48341 -5.21958 15.39543 0.13 -0.08 -0.59
H 17.12269 -0.96406 17.57301 -0.48 0.55 0.62
H 14.89819 -6.01717 16.62976 0.16 0.41 -0.40
H 17.66031 -4.15296 16.27200 0.48 0.77 -0.53
H 15.76065 -7.51481 16.68647 0.30 0.33 0.28
H 19.71256 -0.69271 12.70414 -0.04 0.22 -0.10
H 16.49988 -2.15304 16.63811 -0.44 0.07 -0.19
H 14.45495 0.67408 12.36397 -0.24 -0.10 0.22
H 14.65619 -6.77850 14.04276 -0.11 -0.12 -0.15
H 16.09402 -4.23226 13.07329 -0.21 -0.03 0.05
H 16.95240 0.84200 13.37160 -0.08 0.13 -0.35
H 15.16191 -0.37989 11.25450 0.54 -0.70 0.21
H 17.66719 -0.89598 14.92022 0.06 0.25 -0.07
H 17.17645 -0.34883 12.01350 -0.23 0.21 -0.15
H 16.25030 -5.11003 19.17958 0.40 -0.31 0.06
H 13.84655 -1.00038 12.24692 0.30 -0.01 0.27
H 11.54958 -5.09586 19.25016 -0.18 0.28 0.30
H 15.63435 -5.39009 11.88613 -0.14 0.00 0.00
H 19.27780 -3.79524 16.84882 0.06 -0.51 -0.22
H 13.76150 -4.17803 16.01597 -0.02 0.19 -0.06
H 14.56611 -2.97720 14.04036 -0.16 -0.07 -0.51
H 17.15010 -2.78171 13.87948 0.35 -0.13 0.14
H 20.06445 -0.78446 14.38314 -0.14 0.17 0.27
H 18.80599 -2.77224 13.88964 -0.21 -0.31 0.00
H 12.29553 -3.48044 19.12797 -0.21 -0.13 0.40

---

No. 2
15
Properties=species:S:1:pos:R:3:forces:R:3 method="wB97M-V/def2-TZVPD" lumo_ev="-4.14 / -4.14" charge=+1 orbital_gap_ev="8.75 / 8.75" de_lowest_kcal_mol=113.6
O -2.28265 0.34657 0.11941 -1.29 0.20 0.83
N 1.66825 1.30300 0.14164 -1.72 -2.83 2.64
N -0.49955 -1.63976 -0.03566 -1.11 -2.31 -1.75
C -1.57940 1.34419 -0.19725 0.41 0.42 0.06
C 0.65741 -0.80673 0.19459 1.60 -1.93 2.31
C 0.81900 0.50104 -0.45846 -1.84 0.02 -1.87
H -0.55699 -2.01921 -1.01940 0.06 0.82 1.24
H 1.67703 1.12612 1.20605 0.60 0.89 -2.38
H 0.47986 0.46558 -1.56504 1.28 0.90 1.88
H 1.97715 2.13183 -0.23780 0.78 2.14 -0.82
H -0.62050 -2.54253 0.53689 0.93 2.17 -0.66
H -1.77200 -0.47607 0.35624 0.40 -0.18 -0.91
H -2.29007 2.24317 -0.27247 0.85 -0.87 -0.22
H 0.61108 -0.73134 1.31698 0.78 0.43 -0.89
H 1.71138 -1.24587 -0.08571 -1.74 0.15 0.54

---

No. 3
87
Properties=species:S:1:pos:R:3:forces:R:3 method="wB97M-V/def2-TZVPD" lumo_ev="-0.60 / -0.80" multiplicity=4 orbital_gap_ev="6.26 / 6.13"
V 1.50622 -1.24674 0.97161 -1.44 0.99 2.84
S 0.91103 0.35727 -1.97296 2.12 4.39 -0.79
S 0.15689 -1.81684 -2.00490 -2.53 -6.26 -0.63
F 0.26473 -3.14274 -1.09176 -0.64 -1.04 -0.02
F 1.54806 1.29466 -0.88126 -0.04 0.20 0.42
O -0.32300 1.08756 -2.30945 2.21 -2.19 0.69
O 1.75196 3.49270 -5.93480 0.31 0.23 -0.08
O 2.01602 0.27740 -2.94934 -2.38 -0.25 1.72
O 1.66740 -2.31373 -6.02019 0.42 0.12 -0.45
O 2.48930 -3.10601 0.51876 0.84 -0.68 0.14
O -2.02456 -3.78589 0.17527 0.90 -0.35 0.01
O -5.82126 -2.07642 -2.46797 -0.20 -0.39 -0.24
O 3.81516 3.81040 -0.93506 -0.44 1.70 1.43
O 0.47511 0.41721 1.98900 -0.50 0.27 0.08
O 0.90144 -2.31121 -3.15315 -0.85 1.51 0.94
O 3.39408 -0.31903 0.54875 -0.66 0.87 0.40
O -1.27345 -1.57812 -2.09272 1.68 -0.18 -0.29
O -0.10746 -2.46503 1.61997 1.03 0.48 -0.18
N -0.77817 0.81107 2.70602 -0.10 -1.11 0.14
N 0.89047 -1.04611 -0.85268 -0.42 4.12 -4.39
C -1.93242 1.17257 1.81146 -0.25 -0.46 -1.45
C 0.14656 3.03034 3.58835 0.29 0.50 -0.48
C -0.43723 -2.68497 2.96180 -0.28 0.19 1.07
C -3.30235 -3.64335 0.70175 -1.28 0.18 -0.01
C -3.00922 2.32617 3.80021 -1.60 -0.45 -1.36
C -1.70757 2.42729 0.90099 0.22 -0.66 0.23
C 3.63263 0.88703 1.32662 1.72 0.20 0.80
C 4.17702 3.03406 -2.00995 -0.93 -0.82 -0.72
C -2.33744 -0.08201 0.94805 1.12 0.23 -0.30
C -3.23110 1.38132 2.58661 0.64 1.26 1.98
C -0.53198 1.69882 3.88861 0.28 -0.32 0.53
C 3.52291 -3.29413 -0.44101 1.40 0.80 -1.08
C 0.39101 0.97034 4.90948 0.10 -0.82 -1.45
C -4.51267 -2.51367 -2.79860 0.14 0.86 -0.33
C -1.86989 1.96171 4.65992 0.87 -0.06 0.21
C 2.57075 -1.22941 -5.78644 0.08 -0.81 0.42
C 0.91741 3.32847 -4.79999 -0.03 -0.19 -0.24
H 3.26779 -2.82275 -1.39012 -0.51 -0.35 -0.08
H -3.70975 -2.66691 0.43965 -0.10 0.20 0.27
H -4.05723 -1.75534 -3.43547 0.06 0.25 0.37
H -4.48726 -3.39546 -3.43884 -0.13 -0.48 0.42
H -3.29133 -3.76518 1.78486 0.07 -0.03 -0.10
H -3.30840 -0.00533 0.45872 -0.16 0.53 0.16
H 2.06316 -0.27793 -5.94499 0.39 0.15 0.01
H -0.45231 -3.76866 3.07790 -0.23 0.03 0.67
H 3.46502 -1.36476 -6.39478 -0.43 0.12 -0.71
H -3.95678 2.33401 4.33888 0.01 0.04 0.41
H 3.01091 -1.30338 -4.79202 -0.49 0.33 0.42
H 0.25838 -2.20770 3.65205 0.41 -0.17 -0.31
H 0.46363 1.44174 5.88959 -0.15 0.11 -0.17
H 4.45736 -2.80061 -0.17390 -0.05 0.22 0.66
H -0.54529 3.79939 3.24485 -0.10 0.08 0.26
H -3.96426 -2.58517 -1.85933 0.53 -0.35 -0.31
H 4.05426 0.52860 2.26569 -0.15 0.19 0.24
H 4.15896 -0.43813 -0.01903 -0.29 -0.18 -0.21
H -1.37528 -2.18683 3.20679 -0.30 -0.31 -0.06
H -2.59613 2.61565 0.29843 0.03 -0.25 -0.22
H -0.70029 -3.04286 1.13389 -0.38 -0.10 -1.33
H -1.54327 3.35434 1.45026 0.10 -0.19 0.25
H 4.90454 2.34388 -1.58278 0.24 -0.14 -0.92
H -2.14866 -3.82774 -0.77576 0.61 0.18 -0.22
H 0.68357 3.36865 4.47451 -0.24 0.25 0.13
H -6.21957 -2.83096 -2.02795 -0.38 0.14 0.08
H 4.44597 3.63204 -2.88069 0.97 -0.11 0.02
H -0.84404 2.25460 0.25866 -0.05 0.07 -0.09
H -2.09019 1.13382 5.33383 -0.05 -0.32 -0.23
H 0.87319 -2.17049 -5.50028 0.12 0.04 0.26
H -1.76837 2.83327 5.30659 0.71 -0.05 0.31
H 1.37296 0.85906 4.44960 0.29 0.39 0.15
H 0.90603 2.98065 2.80807 0.00 -0.47 -0.13
H 2.35813 -3.98981 0.86987 -0.71 0.20 0.43
H 3.83970 -4.32690 -0.58640 -0.69 -0.13 0.03
H 3.25794 2.54486 -2.33255 0.32 -0.94 -0.25
H -3.95411 -4.38392 0.23823 -0.27 -0.21 0.33
H -2.39552 -0.96149 1.58934 0.14 0.07 0.17
H 4.42823 1.46567 0.85727 -0.15 0.03 -0.24
H 0.53628 2.30746 -4.81949 -0.27 0.06 0.48
H -1.64781 -0.30535 0.13403 0.24 0.06 0.13
H 3.09734 4.36013 -1.25775 -0.12 0.27 0.46
H -4.01247 1.88228 2.01512 0.21 -0.33 -0.61
H 2.82082 1.57825 1.55308 -0.65 -0.80 -0.63
H 1.24017 3.19199 -6.68929 0.12 0.04 -0.11
H -2.90213 3.35582 3.45894 0.16 0.07 -0.29
H 1.50012 3.49040 -3.89316 0.10 -0.11 -0.13
H 0.08106 -0.07199 4.98414 -0.44 -0.01 0.39
H -3.63276 0.42642 2.92561 0.07 -0.08 0.16
H 0.11093 4.06159 -4.81526 -0.23 -0.07 0.11

---

No. 4
68
Properties=species:S:1:pos:R:3:forces:R:3 method="wB97M-V/def2-TZVPD" lumo_ev="-12.19 / -16.77" multiplicity=6 charge=+4 orbital_gap_ev="6.08 / 3.70" de_lowest_kcal_mol=43.8
Ir -0.61345 -0.01250 -0.04835 1.42 -1.37 2.00
S 0.67034 -0.31955 -3.10186 -0.30 -0.10 0.23
P -1.68455 1.77622 0.68840 -2.91 3.48 0.38
P -1.93580 -1.25680 1.56017 -2.13 -1.24 2.35
P 1.27863 1.36280 -0.24000 2.20 1.25 0.48
O 0.98828 0.23136 3.09876 -0.31 0.64 -0.23
C 0.91105 -1.16937 -4.61099 0.00 -0.30 -1.11
C -3.68858 -1.19035 0.98910 0.01 0.36 -0.62
C 0.78110 -1.65732 0.63905 0.32 -0.27 -0.31
C -2.02384 -0.89819 3.38569 0.55 0.75 -0.05
C 0.94397 -1.07642 -7.04985 0.69 -0.92 -1.54
C -2.84384 2.07611 -0.67383 -0.11 0.12 0.03
C 2.86643 0.52909 -0.62485 0.02 -0.53 -0.21
C 2.22495 -2.76559 -5.90232 0.17 -0.37 -2.02
C 1.72684 -2.31278 -4.67096 -0.55 1.34 1.70
C 0.08718 -2.05769 -0.53833 0.71 -0.79 -0.74
C 1.86830 -2.13029 -7.09983 -0.16 -0.17 0.25
C -1.80892 -3.08050 1.85211 0.83 -0.43 -0.56
C -1.00784 3.45430 0.99630 0.72 -0.16 -0.21
C 0.44365 -0.60951 -5.82185 -0.48 0.44 2.47
C 1.65843 -0.70643 3.98010 -0.53 -0.51 0.09
C 2.73125 -0.07762 4.84474 -0.21 -0.09 -0.44
C 1.06881 2.57436 -1.60752 -0.49 0.27 -0.68
C -2.77968 1.88252 2.16295 0.05 -0.75 0.21
C 1.99402 2.40485 1.09972 -0.56 -0.14 0.36
H -1.90112 0.15666 3.63236 -0.04 -0.37 0.02
H -4.22271 -0.29248 1.31480 0.16 -0.25 -0.17
H 1.95227 2.49048 -2.27163 -0.47 0.09 0.34
H 3.43971 0.38167 0.30204 -0.25 0.01 -0.26
H 2.83497 2.96030 0.66789 -0.10 -0.20 -0.10
H 2.05328 -1.48590 3.31500 0.16 0.26 0.10
H -3.69652 -1.21790 -0.10852 -0.18 -0.08 0.19
H -1.13327 -3.30169 2.69144 -0.11 0.17 -0.36
H 0.15484 2.37595 -2.20909 0.54 0.23 0.35
H -4.23252 -2.06743 1.36636 0.29 0.23 -0.05
H -0.50791 3.48292 1.97009 -0.14 0.04 -0.21
H 3.55784 0.28997 4.23322 -0.02 -0.03 0.09
H -0.63276 -0.53412 -2.63114 -0.02 0.26 -0.39
H 0.51240 -2.03417 1.62942 -0.01 0.03 -0.41
H 2.87942 -3.62980 -5.91342 0.04 -0.01 -0.06
H 0.59764 0.95259 3.62982 0.44 -0.54 -0.06
H -0.77749 -2.71860 -0.50120 0.28 0.16 -0.19
H 1.01646 3.62067 -1.23340 0.11 -0.76 -0.21
H -3.56163 1.25453 -0.73015 0.02 0.13 -0.11
H -3.36345 3.01508 -0.46449 -0.11 -0.05 -0.21
H 2.25248 -2.48748 -8.06202 -0.10 0.18 0.41
H -2.99373 -1.23820 3.77714 0.13 -0.02 -0.38
H 1.28795 3.11909 1.51267 0.24 -0.07 -0.10
H -1.46622 -3.64292 0.98018 -0.21 -0.12 0.25
H 2.75502 -0.43882 -1.12579 0.12 0.23 0.03
H -2.80554 -3.45593 2.13156 0.28 0.37 -0.13
H 0.86983 -1.20333 4.56654 0.36 0.16 0.20
H -0.32373 3.78248 0.21386 -0.19 0.14 0.22
H 3.10835 -0.82771 5.53607 0.09 0.03 0.08
H -1.85083 4.15112 1.04809 0.00 -0.26 -0.13
H 0.58935 -0.61062 -7.96974 0.11 -0.07 0.12
H 1.82119 -1.33702 0.58192 -0.38 -0.03 -0.04
H -1.23251 -1.45494 3.89936 -0.15 0.11 -0.25
H 1.98263 -2.78483 -3.72138 0.21 -0.19 -0.41
H -3.41620 2.76684 2.04198 0.22 -0.12 -0.17
H 2.32188 0.75050 5.41923 -0.01 0.04 0.14
H 0.66177 -2.10966 -1.47308 -0.14 -0.41 0.53
H 2.33169 1.75246 1.90789 0.02 0.06 -0.17
H -0.27683 0.20898 -5.73973 0.21 -0.17 -0.48
H -2.28494 2.14898 -1.60948 -0.21 0.07 0.00
H 3.43836 1.20729 -1.27325 -0.10 -0.19 0.20
H -3.42430 1.01476 2.29794 0.11 0.38 0.11
H -2.17186 2.01955 3.06410 -0.18 0.07 -0.19